Density functional theory data (ωB97M-V/def2-TZVPD) for a structure of composition C6H7ClN2.

The value obtained for the energy relative to the best compared isomer or geometry (same formula, charge and spin) is 27.6 kcal per mole. For the frontier orbital gap, the calculation gives 0.39402 Ha. As for the HOMO energy: -0.374 Eh. Its lowest unoccupied orbital energy is 0.542 eV.

The geometry in XYZ format:
```
16
Properties=species:S:1:pos:R:3:forces:R:3
C -0.422758 2.172079 -0.146120 0.12 -0.44 0.10
C 2.262265 0.550039 0.014439 0.13 -1.14 -1.14
C 1.615681 -0.018717 -1.178655 0.00 0.13 -2.92
C 0.110059 -0.219088 -0.708173 1.54 0.69 -0.80
C -0.133535 0.866539 0.349704 4.95 -1.19 0.82
C -0.977309 0.396296 1.474658 -2.78 -0.99 -0.14
N -0.643034 3.227131 -0.514288 -0.28 1.10 -0.47
N 1.613967 1.055567 0.923972 -3.43 0.85 1.17
Cl 3.960656 0.266424 0.034068 0.75 0.40 0.43
H 1.777929 0.704613 -2.034864 -0.66 -0.18 0.95
H 2.282058 -0.837705 -1.627739 -1.68 0.28 1.06
H -0.718476 -0.147704 -1.437837 0.77 -0.39 -0.02
H 0.175708 -1.184324 -0.228107 -0.72 -0.24 0.29
H -1.712985 1.212267 1.675895 0.48 -0.84 0.43
H -0.543024 -0.010286 2.421134 0.13 0.61 -1.09
H -1.578874 -0.466540 0.966604 0.67 1.35 1.34
```
Forces are in eV/Å.

Löwdin population analysis, charges in e, atoms 1 to 8: number 1, C, carries -0.20; number 2, C, carries -0.89; number 3, C, carries -0.20; number 4, C, carries -0.11; number 5, C, carries -0.40; number 6, C, carries -0.04; number 7, N, carries 0.19; number 8, N, carries 0.16